{
  "formula": "C3H10N2",
  "method": "wB97M-V/def2-TZVPD",
  "species": ["C", "N", "H", "H", "H", "H", "H", "C", "C", "N", "H", "H", "H", "H", "H"],
  "positions_angstrom": [[1.212, 0.819, 2.994], [1.264, -0.584, 2.635], [1.390, 0.929, 4.075], [0.205, 1.242, 2.992], [1.956, 1.384, 2.428], [0.511, -0.898, 2.034], [2.094, -0.839, 2.129], [-2.006, -0.073, -2.856], [0.096, -0.641, -1.862], [-0.742, -0.667, -2.879], [-2.701, -0.364, -2.033], [-2.586, -0.283, -3.767], [-1.821, 1.053, -2.894], [1.117, -0.982, -2.079], [0.009, -0.094, -0.917]],
  "atomic_forces_ev_per_a": [[0.046, -0.122, 0.950], [-0.533, -0.744, -0.017], [0.705, -0.036, -0.124], [0.025, -0.062, -1.014], [-0.425, 0.451, 0.098], [-0.149, 0.280, 0.007], [0.293, 0.196, 0.012], [0.114, 1.226, -0.133], [0.948, -0.003, 0.636], [-0.107, -1.209, -1.297], [0.304, 0.309, 0.303], [0.221, -0.122, -0.077], [-0.811, -0.449, 0.507], [-0.236, 0.011, 0.195], [-0.396, 0.275, -0.046]],
  "total_charge": -1,
  "e_above_lowest_kj_mol": 150.0,
  "spin_multiplicity": 2,
  "e_lumo_ev": [3.67, 3.63],
  "orbital_gap_ev": [2.772, 6.679]
}